Entry from the Open Molecules 2025 dataset: a 2-piece molecular cluster, C24H49BCl2F3N3O5P overall at a distorted geometry (wB97M-V/def2-TZVPD).

## Properties
Total charge: +1
HOMO-LUMO gap (eV): 8.717
DFT total energy (hartree): -3069.79255
HOMO level (eV): -11.34
Lowest unoccupied orbital energy (eV): -2.62

The geometry in XYZ format:
```
88
Properties=species:S:1:pos:R:3:mulliken_charge:R:1
C -2.593 2.391 -7.360 -0.9488
C -3.180 2.689 -5.845 -0.1256
C -1.911 2.771 -4.785 -0.4658
C -2.571 3.224 -3.318 -0.6059
C -1.621 2.835 -2.039 -0.5158
C -2.001 1.410 -1.307 -0.5314
C -0.827 1.137 -0.177 0.0758
C -0.927 -0.466 0.269 -0.3052
N 0.184 -0.962 1.177 1.6033
C 1.118 0.139 1.637 -1.0744
C 2.223 -0.204 2.781 -0.5771
C 2.358 0.949 3.976 -0.3486
C 3.718 1.860 3.633 -0.0202
O 4.903 1.278 3.962 -0.5007
O 3.692 3.190 3.006 -0.3620
C 3.460 3.119 1.553 0.2503
C 4.660 2.403 0.694 -0.6564
C -0.654 -1.657 2.282 -1.1229
C -1.426 -0.831 3.444 -0.0712
Cl -2.030 0.868 3.159 -0.0534
C -0.600 -0.768 4.902 0.1755
C -1.261 -1.855 5.987 -1.0905
Cl -0.693 0.893 5.720 -0.1340
C -1.313 -3.103 1.715 0.0992
C -2.907 -3.349 1.781 0.6213
F -3.784 -2.176 1.587 -0.2401
F -3.181 -3.804 3.204 -0.2897
F -3.474 -4.455 0.986 -0.2686
C -0.369 -3.370 0.403 -0.8593
B -0.957 -3.919 -1.024 1.1051
O -0.299 -5.080 -1.668 -0.5602
O -2.149 -3.260 -1.642 -0.5879
C 0.790 -2.151 0.385 -0.9835
C 1.536 -1.800 -1.053 -0.2574
C 3.038 -1.153 -0.914 -0.1496
N 4.135 -2.118 -1.414 -0.6187
P 2.219 -3.183 1.217 0.6383
N 2.734 -4.430 0.345 -0.8335
H -1.659 3.095 -7.568 0.2466
H -3.414 2.613 -8.182 0.3105
H -2.224 1.267 -7.362 0.2517
H -3.940 1.861 -5.465 0.2842
H -3.796 3.709 -5.863 0.0079
H -1.176 3.610 -5.179 0.2701
H -1.333 1.760 -4.654 0.2145
H -2.620 4.415 -3.373 0.2708
H -3.679 2.858 -3.225 0.2986
H -1.726 3.683 -1.209 0.2853
H -0.516 2.756 -2.441 0.2197
H -3.080 1.375 -0.848 0.3089
H -1.965 0.581 -2.157 0.1258
H 0.210 1.305 -0.728 0.0882
H -0.899 1.877 0.726 0.2056
H -2.016 -0.559 0.751 0.3098
H -1.037 -0.986 -0.766 -0.2446
H 0.554 1.068 2.136 0.5838
H 1.733 0.643 0.744 0.2374
H 3.295 -0.207 2.255 0.1425
H 2.133 -1.223 3.329 0.5786
H 1.447 1.680 4.026 0.3125
H 2.512 0.417 5.026 0.3095
H 2.389 2.677 1.367 -0.1620
H 3.412 4.250 1.174 0.3403
H 5.221 1.539 1.253 0.2347
H 4.147 1.931 -0.274 0.1046
H 5.416 3.224 0.275 0.3290
H 0.220 -2.145 2.948 0.0453
H -2.400 -1.457 3.742 0.4365
H 0.524 -1.065 4.809 0.0006
H -0.515 -2.052 6.893 0.3545
H -2.271 -1.412 6.425 0.3427
H -1.501 -2.895 5.504 0.2719
H -0.922 -3.892 2.530 0.4882
H 0.177 -4.370 0.771 0.3136
H -0.786 -5.910 -1.381 0.3254
H -1.856 -2.820 -2.511 0.3091
H 0.923 -1.013 -1.711 0.3007
H 1.662 -2.731 -1.769 0.5951
H 3.308 -0.732 0.142 -0.0915
H 3.117 -0.221 -1.658 0.3128
H 4.106 -1.968 -2.468 0.3413
H 5.039 -1.629 -1.137 0.2968
H 1.712 -3.728 2.477 0.1043
H 3.378 -2.393 1.541 0.1093
H 2.212 -4.432 -0.554 0.2912
O -4.306 5.859 -5.189 -0.6147
H -5.248 5.957 -5.391 0.2995
H -4.004 6.767 -5.036 0.2923
```